[1]
Entry from OMol25: 13 unconnected molecules or ions with the total composition C68H80N8O31 in a non-equilibrium geometry (wB97M-V/def2-TZVPD).

Geometry as ORCA input:
```
! wB97M-V def2-TZVPD RIJCOSX def2/J DEFGRID3
* xyz 0 1
C -0.07 6.88 -5.72
C 0.90 6.52 -4.80
C 2.06 7.29 -4.71
C 2.29 8.40 -5.56
C 1.32 8.71 -6.53
C 0.19 7.91 -6.61
N 3.56 9.18 -5.62
O 4.50 8.95 -4.85
O 3.69 10.11 -6.42
H -0.92 6.22 -5.77
H 0.90 5.69 -4.10
H 2.75 7.02 -3.94
H 1.55 9.35 -7.36
H -0.51 8.02 -7.42
C 2.29 -7.12 -10.56
C 2.16 -5.79 -10.72
C 2.40 -4.91 -9.73
C 2.69 -5.31 -8.38
C 2.83 -6.72 -8.26
C 2.65 -7.63 -9.31
N 2.86 -4.44 -7.24
O 3.51 -4.72 -6.20
O 2.37 -3.30 -7.27
H 2.31 -7.84 -11.36
H 2.03 -5.47 -11.75
H 2.43 -3.84 -9.88
H 3.20 -7.20 -7.36
H 2.94 -8.67 -9.29
C 7.34 1.81 -3.94
C 6.13 1.41 -3.56
C 5.45 2.07 -2.49
C 6.02 3.21 -1.87
C 7.33 3.61 -2.37
C 7.95 2.90 -3.35
N 5.48 3.73 -0.61
O 4.36 3.32 -0.28
O 6.23 4.39 0.04
H 7.83 1.23 -4.71
H 5.73 0.50 -4.00
H 4.48 1.68 -2.20
H 7.91 4.34 -1.81
H 8.98 3.09 -3.60
C -10.06 -2.92 4.08
C -9.57 -2.00 5.05
C -8.22 -1.69 5.14
C -7.29 -2.34 4.24
C -7.84 -3.21 3.30
C -9.15 -3.49 3.18
N -5.91 -1.95 4.19
O -5.47 -1.22 5.03
O -5.18 -2.37 3.28
H -11.11 -3.16 3.98
H -10.23 -1.53 5.76
H -7.80 -0.97 5.83
H -7.17 -3.67 2.59
H -9.53 -4.27 2.54
C -0.20 0.42 -1.25
C 0.55 -0.71 -0.83
C 0.86 -0.86 0.53
C 0.36 0.07 1.42
C -0.48 1.14 0.97
C -0.80 1.30 -0.35
N 0.52 -0.09 2.93
O -0.34 0.42 3.65
O 1.35 -0.81 3.33
H -0.43 0.57 -2.29
H 0.90 -1.48 -1.50
H 1.49 -1.68 0.86
H -0.75 1.89 1.71
H -1.57 1.94 -0.74
C -1.36 0.26 10.56
C -2.15 -0.07 11.65
C -1.60 -0.49 12.79
C -0.21 -0.83 12.84
C 0.55 -0.57 11.76
C -0.03 0.00 10.61
N 0.23 -1.51 14.02
O -0.54 -1.94 14.86
O 1.41 -1.72 14.05
H -1.80 0.68 9.67
H -3.22 0.09 11.55
H -2.39 -0.63 13.51
H 1.60 -0.80 11.79
H 0.53 0.25 9.72
C 2.41 6.85 6.15
C 3.22 7.31 7.15
C 2.74 8.19 8.12
C 1.42 8.72 8.04
C 0.55 8.05 7.12
C 1.06 7.18 6.18
N 0.97 9.78 8.99
O -0.20 10.01 8.91
O 1.77 10.20 9.82
H 2.73 6.06 5.49
H 4.11 6.73 7.37
H 3.51 8.58 8.76
H -0.45 8.46 7.02
H 0.40 6.79 5.41
C -1.95 -7.19 -1.03
C -2.76 -8.09 -1.73
C -2.23 -8.99 -2.65
C -0.84 -9.23 -2.62
C -0.01 -8.38 -1.84
C -0.57 -7.44 -0.95
N -0.26 -10.21 -3.52
O 0.91 -10.15 -3.81
O -1.10 -10.94 -4.02
H -2.26 -6.46 -0.29
H -3.83 -7.97 -1.60
H -2.92 -9.44 -3.35
H 1.01 -8.53 -1.55
H 0.04 -6.82 -0.31
C 2.84 1.61 -9.15
C 1.46 1.77 -8.48
O 0.45 1.06 -9.29
C -0.89 1.07 -9.00
O -1.47 1.81 -8.18
O -1.42 -0.12 -9.37
C -1.22 -0.71 -10.72
H 3.78 2.03 -8.80
H 2.76 2.23 -10.05
H 2.96 0.64 -9.62
H 1.21 2.83 -8.58
H 1.50 1.44 -7.44
H -1.08 -1.76 -10.50
H -0.33 -0.33 -11.22
H -2.00 -0.71 -11.48
C 6.90 -3.22 0.07
C 8.36 -3.68 0.24
O 9.22 -2.86 0.97
C 9.54 -1.61 0.60
O 9.30 -1.22 -0.54
O 10.20 -0.91 1.57
C 10.57 0.49 1.31
H 6.30 -4.04 -0.31
H 6.84 -2.34 -0.57
H 6.48 -2.70 0.93
H 8.83 -3.87 -0.72
H 8.51 -4.54 0.89
H 9.80 1.06 0.77
H 11.48 0.44 0.72
H 10.76 0.97 2.27
C -7.26 -0.33 -1.39
C -8.34 0.27 -2.26
O -9.18 1.13 -1.49
C -10.21 0.71 -0.85
O -10.77 -0.44 -0.97
O -10.85 1.72 -0.20
C -11.97 1.41 0.63
H -6.66 -0.80 -2.17
H -7.61 -1.08 -0.67
H -6.56 0.40 -0.99
H -8.96 -0.55 -2.62
H -7.93 0.89 -3.06
H -12.72 0.75 0.18
H -12.42 2.34 0.97
H -11.74 0.75 1.47
C -4.82 10.07 -0.41
C -4.35 8.73 0.13
O -5.41 7.91 0.64
C -5.12 6.68 0.96
O -4.03 6.16 0.64
O -6.26 6.12 1.44
C -6.34 4.71 1.66
H -4.17 10.94 -0.31
H -5.60 10.30 0.32
H -5.46 9.98 -1.28
H -3.49 8.72 0.79
H -3.97 8.21 -0.75
H -6.00 4.13 0.81
H -7.26 4.33 2.11
H -5.67 4.40 2.46
C 1.10 -6.75 5.81
C 2.54 -6.79 5.59
O 2.71 -7.55 4.40
C 3.46 -8.52 4.28
O 4.04 -9.16 5.22
O 3.50 -8.89 3.01
C 4.40 -9.88 2.72
H 0.80 -6.18 4.92
H 0.90 -6.11 6.67
H 0.66 -7.74 5.94
H 3.09 -7.08 6.48
H 2.92 -5.79 5.43
H 4.05 -10.47 1.88
H 4.48 -10.64 3.50
H 5.35 -9.57 2.28
*
```

Output
- energy relative to the best compared isomer or geometry (same formula, charge and spin) (kJ/mol) = 292.3
- HOMO (eV) = -9.88
- lowest unoccupied orbital energy (eV) = -1.123



[2]
Entry from OMol25: 8 unconnected molecules or ions with the total composition C68H90F4N3O6S in a non-equilibrium geometry (wB97M-V/def2-TZVPD).

Geometry as ORCA input:
```
! wB97M-V def2-TZVPD RIJCOSX def2/J DEFGRID3
* xyz 1 1
C 0.56 1.80 -0.46
C -0.93 1.64 -0.14
C -1.59 0.61 -1.09
C -2.47 -0.43 -0.37
C -1.88 -1.86 -0.27
C -0.37 -1.76 0.00
C 0.26 -2.88 0.84
C 1.66 -2.47 1.32
C 2.73 -2.80 0.28
C 3.08 -4.27 0.25
O 3.57 -4.72 1.48
C 4.99 -4.78 1.59
C -2.65 -2.61 0.83
C -2.64 -2.01 2.24
C -2.87 -3.06 3.33
C -1.65 -3.21 4.25
O -1.13 -4.54 4.11
C 0.23 -4.61 4.16
C 0.81 -5.73 3.35
O 0.91 -3.83 4.81
C -3.97 -2.89 0.15
N -5.21 -3.12 0.73
C -5.86 -1.99 1.45
C -5.90 -0.68 0.67
N -3.77 -2.96 -1.12
C -4.92 -3.23 -2.04
C -5.50 -4.65 -1.97
N -5.53 -5.25 -3.31
C -2.34 -2.75 -1.49
C -1.52 -4.03 -1.56
C -2.11 -5.18 -2.39
O -1.30 -5.58 -3.47
C -2.23 -6.41 -1.49
F -3.06 -6.16 -0.44
F -1.00 -6.72 -0.96
F -2.68 -7.49 -2.18
S -2.18 -2.00 -3.13
O -2.65 -2.92 -4.10
O -0.84 -1.58 -3.32
F -3.16 -0.82 -3.19
H 1.15 0.99 -0.02
H 0.77 1.78 -1.52
H 0.96 2.73 -0.07
H -1.02 1.32 0.90
H -1.38 2.62 -0.29
H -0.83 0.18 -1.72
H -2.24 1.18 -1.75
H -2.66 -0.04 0.63
H -3.44 -0.43 -0.85
H 0.14 -1.75 -0.95
H -0.14 -0.82 0.49
H 0.41 -3.79 0.27
H -0.32 -3.12 1.73
H 1.91 -2.99 2.24
H 1.69 -1.40 1.53
H 3.63 -2.24 0.54
H 2.44 -2.48 -0.72
H 3.78 -4.44 -0.57
H 2.21 -4.89 0.01
H 5.27 -4.30 2.51
H 5.47 -4.21 0.79
H 5.35 -5.80 1.53
H -2.28 -3.62 0.98
H -3.32 -1.16 2.30
H -1.65 -1.58 2.38
H -3.11 -4.02 2.87
H -3.73 -2.79 3.94
H -0.87 -2.49 4.03
H -1.95 -3.03 5.28
H 1.61 -5.34 2.73
H 1.17 -6.51 4.01
H 0.05 -6.18 2.72
H -5.07 -3.90 1.37
H -6.88 -2.31 1.60
H -5.45 -1.87 2.44
H -5.69 -0.79 -0.39
H -5.19 0.03 1.08
H -6.88 -0.24 0.82
H -4.67 -3.02 -3.07
H -5.69 -2.53 -1.76
H -4.95 -5.28 -1.27
H -6.51 -4.60 -1.60
H -4.81 -5.94 -3.45
H -6.42 -5.68 -3.48
H -0.54 -3.75 -1.93
H -1.35 -4.40 -0.56
H -3.08 -4.93 -2.82
H -0.52 -5.04 -3.53
C 8.53 -2.64 4.25
C 7.19 -2.95 4.44
C 6.83 -4.07 5.18
C 7.82 -4.88 5.72
C 9.16 -4.58 5.52
C 9.51 -3.46 4.79
H 8.81 -1.76 3.68
H 6.42 -2.31 4.03
H 5.79 -4.31 5.32
H 7.54 -5.76 6.29
H 9.92 -5.21 5.95
H 10.56 -3.22 4.63
C 3.90 3.08 3.12
C 4.69 4.20 3.34
C 4.21 5.46 3.03
C 2.93 5.61 2.51
C 2.14 4.49 2.30
C 2.62 3.23 2.60
H 4.27 2.10 3.36
H 5.68 4.08 3.75
H 4.83 6.34 3.19
H 2.55 6.60 2.27
H 1.14 4.61 1.89
H 2.00 2.36 2.43
C 7.83 6.35 2.00
C 8.99 5.91 1.37
C 9.79 6.81 0.68
C 9.44 8.15 0.63
C 8.28 8.59 1.26
C 7.48 7.69 1.95
H 7.21 5.65 2.54
H 9.26 4.87 1.42
H 10.68 6.47 0.18
H 10.06 8.85 0.09
H 8.01 9.64 1.22
H 6.58 8.04 2.44
C -11.39 0.40 1.17
C -10.34 -0.21 0.50
C -9.91 -1.47 0.89
C -10.53 -2.13 1.95
C -11.58 -1.52 2.61
C -12.01 -0.25 2.23
H -11.73 1.38 0.87
H -9.86 0.29 -0.33
H -9.08 -1.95 0.37
H -10.19 -3.11 2.25
H -12.07 -2.02 3.44
H -12.83 0.22 2.75
C 0.64 5.96 -3.39
C 0.59 5.54 -2.07
C 1.61 5.88 -1.19
C 2.68 6.66 -1.63
C 2.72 7.08 -2.95
C 1.71 6.73 -3.83
H -0.15 5.69 -4.07
H -0.24 4.94 -1.72
H 1.58 5.55 -0.16
H 3.47 6.93 -0.95
H 3.55 7.69 -3.30
H 1.74 7.07 -4.86
C -2.43 11.30 -2.67
C -2.70 9.96 -2.41
C -1.67 9.03 -2.42
C -0.37 9.44 -2.69
C -0.10 10.77 -2.94
C -1.13 11.70 -2.94
H -3.23 12.02 -2.67
H -3.71 9.64 -2.20
H -1.88 7.99 -2.22
H 0.43 8.71 -2.69
H 0.91 11.09 -3.15
H -0.92 12.74 -3.15
C 2.31 -2.60 -7.80
C 1.32 -1.64 -7.70
C 0.30 -1.78 -6.78
C 0.27 -2.89 -5.94
C 1.26 -3.85 -6.04
C 2.28 -3.72 -6.97
H 3.11 -2.49 -8.52
H 1.35 -0.77 -8.35
H -0.48 -1.03 -6.71
H -0.53 -3.00 -5.22
H 1.24 -4.72 -5.39
H 3.05 -4.47 -7.04
*
```

Output
- HOMO (eV) = -10.32
- lowest unoccupied orbital energy (eV) = -3.697



Which value of lowest unoccupied orbital energy does entry 1 give?
-1.123 eV



Among the records above, which one has the lowest lowest unoccupied orbital energy?
C68H90F4N3O6S



Look up the HOMO of the first one.
-9.88 eV